{
  "formula": "C3H7N2O",
  "method": "the ωB97M-V functional and the def2-TZVPD basis",
  "smiles": "C/[NH+]=C(/C)N=O",
  "homo_energy_ev": [-14.6, -14.6],
  "orbital_gap_ha": [0.3186, 0.3186],
  "max_force_ev_per_a": 3.5,
  "total_charge": 1,
  "energy_ev": -8241.140,
  "multiplicity": 1,
  "mol_weight_g_mol": 87.10,
  "species": ["C", "N", "C", "C", "N", "O", "H", "H", "H", "H", "H", "H", "H"],
  "xyz": [[-0.8719, -1.7733, 0.1064], [-0.8052, -0.3461, 0.1663], [0.2401, 0.4030, -0.0240], [0.3448, 1.8573, -0.0185], [1.5632, -0.1281, 0.1032], [2.4871, -0.3736, -0.6073], [-1.4477, -2.1334, -0.6559], [-1.2069, -2.1785, 1.0374], [0.1070, -2.2810, 0.0466], [-1.7861, 0.1539, 0.0548], [1.3888, 2.0093, 0.2248], [-0.2843, 2.5421, 0.6670], [0.2710, 2.2481, -1.1008]],
  "atomic_forces_ev_per_a": [[2.61, -1.14, 1.98], [-2.22, 2.23, -1.23], [0.51, -0.87, -0.68], [-0.43, 2.52, -0.87], [0.68, -0.87, 1.13], [-2.13, 0.57, 0.02], [-1.64, -0.59, -2.10], [-0.80, 0.09, 0.68], [-0.06, 0.78, -0.41], [2.76, -1.07, 0.83], [0.18, 0.68, 0.24], [0.70, -1.66, -1.03], [-0.14, -0.67, 1.44]]
}